Record 1
Entry from the Open Molecules 2025 dataset: C4H3N3O in the gas phase at a distorted geometry (ωB97M-V/def2-TZVPD).

Atoms and positions in Å:
O 2.223 -0.226 1.019
N -1.243 -1.045 0.651
N -0.367 -1.560 -0.362
N 0.841 1.205 -0.356
C -0.437 1.191 -0.265
C 0.837 -1.077 -0.558
C -1.393 0.228 0.628
C 1.355 -0.110 0.169
H -0.995 2.142 -0.591
H -2.266 0.980 1.051
H 1.445 -1.727 -1.386

The calculation puts the energy above the lowest of the compared OMol25 structures with the same formula, charge and spin at 95.9 kcal/mol. As for the SMILES: O=c1cnnccn1. For the LUMO energy, the calculation gives -0.63 eV. The total charge is 0. As for the HOMO energy: -10.2 eV. The HOMO-LUMO gap comes out at 9.55 eV. The spin multiplicity is 1. The value obtained for the strongest force on any atom is 0.2155 Eh/bohr.

Atom charges from the Löwdin analysis, given in e for atoms 1 to 2: O 0.142; N 0.023

=====

Record 2
Entry from the Open Molecules 2025 dataset: C4H3N3O in the gas phase at a distorted geometry (ωB97M-V/def2-TZVPD).

Atoms and positions in Å:
O 1.177 -1.083 0.129
N -2.036 -0.139 -0.035
N 0.006 -0.556 -0.095
N -1.247 -1.118 -0.020
C 1.331 1.077 -0.027
C -1.444 1.047 0.124
C -0.074 0.790 -0.014
C 1.982 -0.020 -0.101
H 1.717 2.182 0.057
H 3.104 -0.091 0.124
H -2.065 1.904 -0.060

The calculation puts the energy above the lowest of the compared OMol25 structures with the same formula, charge and spin at 94.3 kcal/mol. As for the SMILES: c1cc2cnnn2o1. For the LUMO energy, the calculation gives 0.69 eV. The total charge is 0. As for the HOMO energy: -9.1 eV. The HOMO-LUMO gap comes out at 9.83 eV. The spin multiplicity is 1. The value obtained for the strongest force on any atom is 0.1586 Eh/bohr.

Atom charges from the Löwdin analysis, given in e for atoms 1 to 2: O 0.091; N -0.034

=====

Record 3
Entry from the Open Molecules 2025 dataset: C4H3N3O2 in the gas phase at a distorted geometry (ωB97M-V/def2-TZVPD).

Atoms and positions in Å:
O -1.505 1.103 0.091
O 0.808 -1.454 0.075
N 1.988 -0.763 -0.019
N 0.974 1.347 -0.023
N -1.525 -1.146 -0.034
C -0.260 0.651 -0.048
C -2.298 -0.035 -0.035
C -0.278 -0.652 -0.053
C 1.995 0.546 0.022
H -3.318 0.197 0.003
H 2.960 1.093 -0.061
H 0.919 2.394 -0.050

The calculation puts the energy above the lowest of the compared OMol25 structures with the same formula, charge and spin at 65.0 kcal/mol. As for the SMILES: C1=NOc2ncoc2N1. For the LUMO energy, the calculation gives 0.46 eV. The total charge is 0. As for the HOMO energy: -7.7 eV. The HOMO-LUMO gap comes out at 8.13 eV. The spin multiplicity is 1. The value obtained for the strongest force on any atom is 0.1319 Eh/bohr.

Atom charges from the Löwdin analysis, given in e for atoms 1 to 2: O 0.100; O -0.007

=====

Record 4
Entry from the Open Molecules 2025 dataset: a molecular structure, C4H3N3S at a distorted geometry (ωB97M-V/def2-TZVPD).

Atoms and positions in Å:
S -2.198 -0.148 1.809
N 1.163 -1.137 1.131
N 1.729 -0.827 -0.020
N -2.355 0.793 0.521
C -1.394 0.875 -0.294
C -0.211 0.108 -0.109
C -0.104 -0.648 1.053
C 0.954 -0.065 -0.828
H -1.307 1.568 -1.166
H 1.032 0.345 -1.824
H 2.691 -0.865 -0.274

The calculation puts the energy above the lowest of the compared OMol25 structures with the same formula, charge and spin at 66.1 kcal/mol. For the LUMO energy, the calculation gives -0.32 eV. The total charge is 0. As for the HOMO energy: -8.7 eV. The HOMO-LUMO gap comes out at 8.37 eV. The spin multiplicity is 1. The value obtained for the strongest force on any atom is 0.0685 Eh/bohr.

Atom charges from the Löwdin analysis, given in e for atoms 1 to 2: S 0.861; N 0.029

=====

Record 5
Entry from the Open Molecules 2025 dataset: 2 unconnected molecules or ions with the total composition C4H3NO at a distorted geometry (ωB97M-V/def2-TZVPD).

Atoms and positions in Å:
O -1.361 0.087 -1.148
N -1.459 -0.001 1.517
C 1.958 0.416 0.063
C -1.077 -0.719 2.364
C 0.924 0.117 -0.480
C -0.202 -0.246 -1.315
H 2.878 0.699 0.529
H 0.065 -0.842 -2.197
H -1.725 0.488 0.667

The calculation puts the energy above the lowest of the compared OMol25 structures with the same formula, charge and spin at 58.4 kcal/mol. For the LUMO energy, the calculation gives -0.62 eV. The total charge is 0. As for the HOMO energy: -11.1 eV. The HOMO-LUMO gap comes out at 10.50 eV. The spin multiplicity is 1. The value obtained for the strongest force on any atom is 0.0251 Eh/bohr.

Atom charges from the Löwdin analysis, given in e for atoms 1 to 2: O 0.015; N 0.025

=====

Record 6
Entry from the Open Molecules 2025 dataset: a molecular structure, C4H3NO at a distorted geometry (ωB97M-V/def2-TZVPD).

Atoms and positions in Å:
O 2.026 0.681 -0.238
N 0.844 1.345 -0.619
C 1.934 -1.668 0.682
C 1.449 -0.508 0.273
C 0.146 0.377 -0.195
C -1.291 0.010 0.016
H -1.757 0.569 0.792
H -1.343 -1.051 0.260
H -2.007 0.243 -0.971

The calculation puts the energy above the lowest of the compared OMol25 structures with the same formula, charge and spin at 160.5 kcal/mol. For the LUMO energy, the calculation gives -2.11 eV. The total charge is 0. As for the HOMO energy: -10.3 eV. The HOMO-LUMO gap comes out at 8.18 eV. The spin multiplicity is 1. The value obtained for the strongest force on any atom is 0.0713 Eh/bohr.

Atom charges from the Löwdin analysis, given in e for atoms 1 to 2: O -0.084; N 0.141